ORCA calculation (ωB97M-V/def2-TZVPD) on a cluster of 8 separate species, C47H46F8N2O4S in total.

CARTESIAN COORDINATES (ANGSTROEM)
H  1.02706  1.76952  -4.14349
N  1.12977  1.41035  -3.19160
C  1.25481  2.37051  -2.37256
C  1.26274  3.82792  -2.78466
N  1.74336  4.66647  -1.67574
O  2.49118  5.76734  -2.08375
C  3.89216  5.45415  -2.13087
C  4.35134  4.30887  -1.25454
C  5.88983  4.25722  -1.37636
O  4.01257  4.48261  0.10608
S  0.57445  5.14669  -0.60905
O  0.91260  6.40350  -0.04695
O  -0.72695  4.96797  -1.15579
F  0.74620  4.08736  0.49956
H  1.38277  2.13767  -1.31799
H  1.99878  3.93010  -3.57768
H  0.30566  4.15086  -3.18818
H  4.46011  6.35086  -1.89220
H  4.13501  5.19397  -3.16318
H  3.98878  3.34794  -1.60772
H  6.23129  4.49172  -2.38236
H  6.28521  5.02724  -0.71867
H  6.25547  3.28967  -1.05663
H  3.95305  5.41946  0.30402
F  3.78471  -0.08072  -3.72095
C  3.68921  -1.37580  -3.34866
C  2.73172  -1.73198  -2.42191
C  2.63326  -3.06356  -2.04316
C  3.49011  -4.01060  -2.58662
C  4.44777  -3.62715  -3.51478
C  4.54988  -2.29934  -3.90641
H  2.07782  -0.97443  -2.01158
H  1.88686  -3.36390  -1.32295
H  3.41047  -5.04428  -2.28613
H  5.11896  -4.36421  -3.93587
H  5.28426  -1.97991  -4.63424
F  5.24245  -6.08852  -1.17568
C  5.86547  -5.41151  -0.18812
C  6.78124  -4.43525  -0.52251
C  7.41456  -3.73838  0.49600
C  7.13179  -4.02961  1.82354
C  6.20894  -5.01792  2.13487
C  5.56382  -5.71481  1.12345
H  6.98943  -4.22754  -1.56348
H  8.13020  -2.96516  0.25133
H  7.62913  -3.48645  2.61586
H  5.99096  -5.24638  3.16908
H  4.83488  -6.48336  1.34365
F  6.69569  -4.36562  5.52578
C  6.09421  -5.23295  6.36613
C  6.87320  -5.99179  7.21538
C  6.24827  -6.87973  8.07827
C  4.86547  -7.00202  8.07469
C  4.10337  -6.23081  7.20844
C  4.71809  -5.33361  6.34732
H  7.94950  -5.88542  7.19657
H  6.84340  -7.47770  8.75488
H  4.38278  -7.69822  8.74707
H  3.02622  -6.32694  7.20152
H  4.14276  -4.71728  5.66915
F  1.10236  -5.46227  -0.52296
C  0.02511  -5.82585  -1.25139
C  -0.98926  -4.91068  -1.44413
C  -2.09210  -5.28453  -2.19729
C  -2.16791  -6.56165  -2.73568
C  -1.13651  -7.46645  -2.52529
C  -0.02536  -7.09869  -1.78074
H  -0.91253  -3.92268  -1.00977
H  -2.89344  -4.57700  -2.36424
H  -3.03120  -6.85051  -3.31994
H  -1.19566  -8.46280  -2.94189
H  0.79351  -7.78500  -1.61090
F  -3.98472  3.09934  1.87553
C  -4.05388  4.42521  1.63274
C  -3.14621  4.99401  0.76225
C  -3.22391  6.35570  0.51354
C  -4.19537  7.12592  1.13970
C  -5.09547  6.53251  2.01439
C  -5.03129  5.16886  2.26303
H  -2.39577  4.38076  0.29139
H  -2.52204  6.81310  -0.17022
H  -4.25071  8.18918  0.94587
H  -5.85046  7.13312  2.50439
H  -5.72716  4.68433  2.93522
F  -5.09236  -3.27094  -3.77938
C  -6.09285  -3.39962  -2.88439
C  -6.81848  -4.57348  -2.85521
C  -7.84272  -4.70443  -1.92922
C  -8.13194  -3.66555  -1.05569
C  -7.39132  -2.49296  -1.10479
C  -6.35973  -2.35582  -2.02169
H  -6.58106  -5.36871  -3.54931
H  -8.41596  -5.62067  -1.89053
H  -8.93356  -3.77048  -0.33723
H  -7.61631  -1.68055  -0.42737
H  -5.76587  -1.45291  -2.07100
F  -9.10472  11.55355  0.34334
C  -9.02509  10.24471  0.65395
C  -9.91161  9.72018  1.57242
C  -9.82793  8.37153  1.88628
C  -8.86194  7.57354  1.28887
C  -7.97844  8.12371  0.37032
C  -8.05960  9.46949  0.04392
H  -10.65215  10.36159  2.03094
H  -10.51925  7.94356  2.59955
H  -8.79726  6.52283  1.53895
H  -7.22231  7.50315  -0.09175
H  -7.38568  9.91720  -0.67420

Properties
Molecular weight, Da: 886.9
Highest occupied orbital energy, eV: -8.9